A molecular structure, C37H48BiN4PSSe2 at a distorted geometry. Source: OMol25; level of theory: ωB97M-V with the def2-TZVPD basis set.

Results
E_HOMO, eV: -7.659
Frontier orbital gap, eV: 7.7
M, g mol⁻¹: 978.76
Total energy, Eh: -7414.78059
Spin multiplicity: 1

Last column: Löwdin charge in e.
Element x y z (Å)
Bi: -0.3949 0.6193 0.4110  1.419
C: -0.0180 5.5067 -0.1255  -0.019
C: 0.4139 4.0869 0.1016  -0.279
N: -0.2031 3.2956 0.8975  -0.092
N: -1.2484 3.7208 1.6280  -0.023
C: -2.3456 3.0748 1.5770  -0.846
N: -3.3714 3.3339 2.4193  0.080
S: -2.6677 1.8157 0.3722  0.514
C: 1.5184 3.5210 -0.6784  -0.259
C: 1.8362 4.0171 -1.9457  -0.021
C: 2.8442 3.4054 -2.6722  -0.060
C: 3.5364 2.3560 -2.0935  -0.104
C: 3.1533 1.9382 -0.8244  -0.200
N: 2.1633 2.4798 -0.1450  0.080
H: -0.5725 5.8499 0.7465  0.072
H: 0.8297 6.1644 -0.2938  0.082
H: -0.6774 5.5509 -0.9926  0.092
H: -3.3437 4.1853 2.9558  0.102
H: -4.2716 2.9653 2.1605  0.078
H: 1.2879 4.8423 -2.3689  0.106
H: 3.0836 3.7370 -3.6720  0.112
H: 4.3452 1.8661 -2.6095  0.101
H: 3.6652 1.1202 -0.3338  0.103
C: 1.2042 -0.6858 2.8888  -0.024
C: 0.4841 -1.5749 2.1216  -0.211
C: -0.9001 -1.0818 2.0564  -0.372
C: -0.8845 0.1314 2.9108  -0.191
C: 0.3821 0.3435 3.3988  -0.234
C: 0.8546 1.4543 4.2969  -0.550
C: -0.3009 2.3789 4.6878  -0.049
C: 1.9274 2.2658 3.5590  -0.037
C: 1.4517 0.8471 5.5734  -0.041
C: -2.1895 -1.9043 2.0990  -0.535
C: -3.4464 -1.0352 1.9564  -0.085
C: -2.3512 -2.9847 1.0278  -0.057
C: -2.2006 -2.5412 3.5008  -0.024
C: 1.1446 -2.7675 1.4550  -0.522
C: 2.6753 -2.6206 1.4658  -0.062
C: 0.7428 -2.8813 -0.0188  -0.084
C: 0.8488 -4.0702 2.2177  -0.043
H: 2.2584 -0.7477 3.0807  0.110
H: -1.7616 0.6726 3.2082  0.095
H: -0.7453 2.8321 3.8048  0.049
H: 0.0669 3.1778 5.3295  0.086
H: -1.0652 1.8302 5.2368  0.088
H: 1.5306 2.6538 2.6228  0.053
H: 2.7936 1.6460 3.3384  0.081
H: 2.2569 3.1037 4.1698  0.084
H: 0.7117 0.2343 6.0811  0.087
H: 1.7696 1.6352 6.2528  0.083
H: 2.3051 0.2165 5.3431  0.077
H: -3.5415 -0.6709 0.9353  0.028
H: -3.4659 -0.1871 2.6320  0.064
H: -4.3214 -1.6453 2.1728  0.089
H: -2.4478 -2.5218 0.0474  0.030
H: -3.2755 -3.5290 1.2127  0.091
H: -1.5424 -3.7016 1.0074  0.058
H: -2.2491 -1.7636 4.2581  0.089
H: -1.2925 -3.1075 3.6726  0.071
H: -3.0535 -3.2040 3.6286  0.087
H: 2.9802 -1.6726 1.0297  0.082
H: 3.1096 -3.4208 0.8703  0.091
H: 3.0777 -2.6986 2.4722  0.082
H: 1.4039 -2.2625 -0.6185  -0.016
H: -0.2690 -2.5479 -0.2018  0.009
H: 0.8418 -3.9042 -0.3752  0.097
H: 1.1933 -3.9788 3.2468  0.089
H: 1.3878 -4.8939 1.7496  0.086
H: -0.2060 -4.3239 2.2360  0.057
Se: 2.0737 -0.6652 -2.6741  0.331
P: 0.0401 -0.8966 -3.2322  0.213
Se: -1.6057 -0.4381 -1.7737  0.282
C: -0.1877 0.3381 -4.5572  -0.421
C: -0.1214 1.6658 -4.1452  -0.138
C: -0.0435 2.6777 -5.0788  -0.081
C: -0.0085 2.3707 -6.4297  -0.083
C: -0.1120 1.0517 -6.8406  -0.079
C: -0.2110 0.0316 -5.9089  -0.081
C: -0.3416 -2.5770 -3.8449  -0.391
C: 0.3818 -3.0597 -4.9286  -0.118
C: 0.0888 -4.3103 -5.4414  -0.075
C: -0.8611 -5.1132 -4.8287  -0.079
C: -1.5213 -4.6607 -3.6983  -0.074
C: -1.2818 -3.3850 -3.2197  -0.118
H: -0.1238 1.8950 -3.0857  0.076
H: 0.0044 3.7059 -4.7516  0.100
H: 0.0995 3.1586 -7.1598  0.101
H: -0.0964 0.8149 -7.8940  0.103
H: -0.3108 -0.9935 -6.2388  0.094
H: 1.1906 -2.4740 -5.3413  0.100
H: 0.6134 -4.6630 -6.3154  0.104
H: -1.0680 -6.0988 -5.2182  0.103
H: -2.2343 -5.2948 -3.1939  0.105
H: -1.8194 -3.0241 -2.3539  0.036